131
Properties=species:S:1:pos:R:3 method="wB97M-V/def2-TZVPD" smiles="C=CCc1cc(C(F)(F)C(F)(F)F)c(C(=O)NC(=O)F)c2c1C(=O)N([C@H](I)[C@H](C)I)C2=O.CN(C)P(=O)(N(C)C)N(C)C.CN(C)P(=O)(N(C)C)N(C)C.CN(C)P(=O)(N(C)C)N(C)C" homo_energy_ev=-8.046
C 3.867 -1.669 0.192
C 3.805 -1.272 1.601
C 2.998 0.075 2.044
C 2.770 0.893 0.662
C 4.028 1.639 0.056
C 3.888 2.417 -1.311
C 5.204 3.123 -1.868
F 6.114 3.240 -0.745
F 5.904 2.289 -2.819
C 4.999 4.618 -2.425
F 3.893 5.262 -1.826
F 4.895 4.632 -3.859
F 6.176 5.356 -2.081
C 2.490 2.405 -2.029
C 2.268 3.125 -3.437
O 1.567 4.177 -3.496
N 2.931 2.551 -4.631
C 1.989 1.873 -5.538
O 2.317 1.693 -6.741
F 0.720 1.355 -5.146
C 1.293 1.681 -1.365
C 1.376 0.900 -0.018
C -0.016 0.229 0.371
O -0.263 -0.534 1.333
N -0.902 0.718 -0.714
C -1.992 -0.206 -1.151
I -1.245 -1.572 -2.700
C -3.381 0.526 -1.523
C -3.781 0.455 -3.096
I -3.518 2.571 -0.707
C -0.234 1.511 -1.789
O -0.858 1.955 -2.780
H 4.530 -1.079 -0.551
H 3.301 -2.590 -0.214
H 4.327 -1.969 2.340
H 1.989 -0.218 2.491
H 3.648 0.723 2.749
H 4.999 1.554 0.646
H 3.589 1.811 -4.295
H -2.217 -0.880 -0.235
H -4.221 -0.059 -0.977
H -4.253 -0.572 -3.292
H -4.599 1.258 -3.256
H -2.925 0.725 -3.800
O 1.358 3.501 3.226
P 1.055 4.980 3.544
N 0.521 5.341 1.954
C 1.370 5.175 0.787
C -0.806 4.790 1.668
N 2.678 5.412 3.860
C 3.517 6.282 3.060
C 3.520 4.385 4.473
N 0.670 6.674 3.972
C -0.232 6.713 5.130
C 0.296 7.742 3.050
H 0.885 5.601 -0.099
H 1.604 4.122 0.590
H 2.304 5.726 0.879
H -1.536 5.166 2.395
H -0.809 3.696 1.719
H -1.168 5.090 0.680
H 3.974 5.747 2.221
H 4.332 6.692 3.669
H 2.987 7.152 2.675
H 3.894 3.675 3.723
H 2.961 3.824 5.226
H 4.379 4.825 4.986
H -1.243 6.395 4.855
H -0.283 7.715 5.568
H 0.132 6.042 5.916
H -0.719 7.618 2.660
H 0.982 7.829 2.207
H 0.339 8.709 3.565
O 1.582 -4.654 -2.910
P 2.877 -5.340 -3.388
N 2.639 -4.918 -5.035
C 1.469 -5.333 -5.788
C 2.905 -3.501 -5.296
N 2.378 -6.924 -2.987
C 2.068 -7.997 -3.910
C 1.521 -7.060 -1.808
N 4.415 -6.105 -3.888
C 5.529 -5.572 -3.094
C 4.875 -6.321 -5.256
H 1.591 -5.085 -6.848
H 0.550 -4.864 -5.418
H 1.335 -6.413 -5.773
H 3.928 -3.249 -4.994
H 2.218 -2.852 -4.742
H 2.825 -3.262 -6.360
H 1.044 -7.925 -4.290
H 2.164 -8.969 -3.411
H 2.753 -8.045 -4.755
H 0.475 -6.830 -2.046
H 1.847 -6.387 -1.012
H 1.565 -8.072 -1.397
H 5.770 -4.546 -3.390
H 6.428 -6.189 -3.195
H 5.267 -5.566 -2.031
H 5.189 -5.392 -5.741
H 4.123 -6.802 -5.882
H 5.734 -7.002 -5.255
O -5.787 -1.336 1.305
P -6.152 -2.067 2.613
N -7.755 -1.454 2.653
C -8.048 -0.032 2.700
C -8.627 -2.096 1.666
N -5.043 -1.212 3.591
C -5.358 -0.255 4.632
C -3.787 -0.815 2.955
N -6.547 -2.975 4.104
C -6.258 -4.403 3.921
C -7.755 -2.841 4.911
H -9.118 0.130 2.869
H -7.754 0.482 1.777
H -7.560 0.458 3.539
H -8.642 -3.180 1.827
H -8.285 -1.909 0.643
H -9.662 -1.752 1.753
H -5.547 0.742 4.224
H -4.522 -0.168 5.336
H -6.211 -0.552 5.241
H -3.914 0.099 2.361
H -3.420 -1.605 2.295
H -3.001 -0.637 3.693
H -6.993 -4.874 3.260
H -6.247 -4.938 4.875
H -5.267 -4.534 3.472
H -8.632 -3.277 4.422
H -7.980 -1.804 5.163
H -7.620 -3.354 5.870